Computed, not measured: a molecular structure, C7H11ClFI in a non-equilibrium geometry, with ωB97M-V/def2-TZVPD.

For the orbital gap (alpha / beta), the calculation gives 7.330 / 7.203 eV. The energy above the lowest of the compared OMol25 structures with the same formula, charge and spin is 0.0 kcal/mol.

Geometry as ORCA input:
```
! wB97M-V def2-TZVPD RIJCOSX def2/J DEFGRID3
* xyz 0 1
I 4.1726 -1.1966 -0.2162
Cl 5.5841 1.5660 0.7018
F 2.8825 3.1024 -0.5662
C -0.3393 -1.8169 -0.0158
C 1.4104 1.3276 -0.8548
C 0.9494 1.0521 0.6146
C 2.7770 1.8312 -0.8852
C -0.6014 0.7261 0.5534
C -1.0050 -0.4759 -0.2954
C 4.1398 0.7535 0.5621
H 0.7896 -1.8105 -0.0055
H 1.1940 0.4846 -1.3411
H 0.6632 2.1943 -1.3202
H 1.6438 0.2156 0.9462
H -2.0108 -0.7006 -0.1503
H -1.1907 1.6945 0.3171
H -0.4737 -2.0905 1.0586
H -0.6157 -2.5167 -0.6506
H -0.7412 -0.0912 -1.2313
H -0.7340 0.7070 1.6675
H 0.8842 1.9937 1.2998
*
```

Here are the Löwdin charges for atoms 1 to 6, given in e: atom 1 (I): 0.705, atom 2 (Cl): 0.533, atom 3 (F): 0.037, atom 4 (C): -0.084, atom 5 (C): -0.232, atom 6 (C): -0.202

=====

Computed, not measured: a molecular structure, C27H26Cl2CrN8O3, with ωB97M-V/def2-TZVPD.

For the orbital gap (alpha / beta), the calculation gives 4.411 / 6.047 eV. The energy above the lowest of the compared OMol25 structures with the same formula, charge and spin is 22.5 kcal/mol.

Geometry as ORCA input:
```
! wB97M-V def2-TZVPD RIJCOSX def2/J DEFGRID3
* xyz 0 5
Cr -0.8571 0.1150 0.2269
Cl -0.0537 2.1254 -6.2473
Cl -0.8317 4.7995 -4.6849
O 5.4854 0.4272 3.2981
O -0.3643 -1.7961 -3.3388
O -2.1607 3.8183 0.2655
N 1.5369 -2.6267 -0.5838
N -0.2002 -0.2527 -1.6394
N -0.9201 1.9401 -0.4045
N -1.3658 0.7210 2.3058
N 1.1518 0.2648 0.8749
N -1.1598 -1.9647 0.7993
N -2.8911 0.3438 -0.0682
N 6.0169 1.6370 1.4684
C -2.4042 -1.4559 2.9243
C 2.9283 -0.1257 2.4185
C -1.6534 -0.2239 3.4052
C 5.1685 0.9093 2.2310
C 1.6410 -0.3260 1.9695
C 1.3567 -2.1928 -1.8283
C -0.3910 0.8793 -2.4737
C -2.1084 2.6102 0.0488
C -3.2034 1.6869 0.1738
C -0.3145 2.1285 -4.5304
C 1.9514 1.0761 0.1807
C 2.3071 -2.4057 -2.8269
C 3.6824 -3.4834 -1.2013
C 2.6708 -3.2673 -0.2874
C -3.9093 -0.5323 -0.1431
C -5.5312 1.1413 0.4454
C 3.2617 1.3236 0.5596
C -5.2161 -0.2086 0.0891
C -4.5316 2.0648 0.4789
C -0.7153 2.0632 -1.7833
C 3.4899 -3.0404 -2.5030
C -0.1927 0.9251 -3.8445
C -1.5380 -2.4384 2.1474
C -0.6512 3.2872 -3.8536
C 3.7640 0.7163 1.6977
C -0.8538 3.2544 -2.4805
C 0.1087 -1.4299 -2.2767
H -4.7138 3.1084 0.7005
H -0.6162 -2.6261 2.7062
H -2.1976 1.2817 2.1187
H -5.9841 -0.9614 -0.0108
H -2.2334 0.2793 4.1819
H 0.0206 0.0301 -4.4076
H -2.0499 -3.3999 2.0724
H -0.6581 1.3893 2.5994
H 2.7677 -3.6197 0.7342
H 5.8021 1.9175 0.5306
H -0.2494 -2.3577 0.5211
H 3.2984 -0.6105 3.3105
H -1.1185 4.1563 -1.9464
H 3.8422 2.0033 -0.0482
H 6.9653 1.7257 1.7918
H -3.6489 -1.5514 -0.4124
H -0.7075 -0.5196 3.8654
H 1.5220 1.5389 -0.6962
H -6.5537 1.4255 0.6543
H -2.8094 -1.9726 3.7969
H 4.5868 -3.9957 -0.9046
H -1.8297 -2.3101 0.1183
H 0.9738 -0.9995 2.4897
H 2.0967 -2.0717 -3.8323
H -3.2579 -1.1478 2.3149
H 4.2493 -3.2000 -3.2575
*
```

Here are the Löwdin charges for atoms 1 to 6, given in e: atom 1 (Cr): 0.810, atom 2 (Cl): 0.647, atom 3 (Cl): 0.651, atom 4 (O): 0.071, atom 5 (O): 0.070, atom 6 (O): 0.043

=====

Computed, not measured: a molecular structure, H18KrO9, with ωB97M-V/def2-TZVPD.

For the orbital gap, the calculation gives 10.564 eV. The energy above the lowest of the compared OMol25 structures with the same formula, charge and spin is 7.8 kcal/mol.

Geometry as ORCA input:
```
! wB97M-V def2-TZVPD RIJCOSX def2/J DEFGRID3
* xyz 0 1
Kr 0.0481 -0.2961 0.7633
O -0.8807 -0.3028 -2.4380
O 3.9077 -0.1807 -0.3556
O 1.8892 -1.5138 -2.1226
O 1.6671 2.9443 -0.8985
O 3.5683 0.9643 2.5318
O -3.0478 -2.6057 1.0995
O -1.4776 -2.7556 -1.1281
O -2.6828 1.5263 -0.9389
O -2.3142 2.4087 2.8892
H -2.5088 1.8995 3.6760
H -2.5805 1.5517 0.0125
H -3.2403 2.2779 -1.1405
H 3.2504 -0.4654 -0.9905
H -1.3828 2.6170 2.9625
H 1.0396 -1.0739 -2.0944
H 2.8797 0.8345 3.1839
H -1.2343 -1.1192 -2.0849
H 2.1850 -1.4068 -3.0267
H 2.5814 3.0509 -0.6359
H 4.2846 -0.9938 -0.0194
H 3.3071 0.4132 1.7940
H -3.7390 -3.2290 0.8760
H -1.3277 0.3853 -1.9451
H -0.8106 -3.4273 -0.9859
H -2.8655 -2.7711 2.0245
H 1.2751 3.8063 -0.7585
H -1.7908 -2.5388 -0.2499
*
```

Here are the Löwdin charges for atoms 1 to 6, given in e: atom 1 (Kr): 0.232, atom 2 (O): -0.092, atom 3 (O): -0.059, atom 4 (O): -0.064, atom 5 (O): -0.060, atom 6 (O): -0.063

=====

Computed, not measured: a single C25H26N2O4 molecule, with ωB97M-V/def2-TZVPD.

For the orbital gap, the calculation gives 8.641 eV. The energy above the lowest of the compared OMol25 structures with the same formula, charge and spin is 31.5 kcal/mol.

Geometry as ORCA input:
```
! wB97M-V def2-TZVPD RIJCOSX def2/J DEFGRID3
* xyz 0 1
O -4.1730 0.9754 -0.2749
O -1.6735 1.3434 -1.5360
O 1.9751 1.1682 2.6633
O 0.9547 1.7999 0.7301
N -1.1507 3.0526 -0.1358
N 3.6869 -3.1535 -2.4686
C -2.3264 1.0562 1.9960
C 1.8063 -4.8006 -2.3881
C 0.4965 -4.9351 -1.9826
C 0.4474 1.3321 -0.4523
C -1.8566 -1.2006 1.3671
C -0.2346 0.0514 2.6340
C 0.4106 -2.6545 -1.1748
C -2.3591 3.7950 -0.2567
C 2.4216 -3.5733 -2.1755
C 2.6684 -1.4064 -1.5036
C -4.0007 -0.1419 0.5590
C -0.1914 -3.8738 -1.3869
C 1.7410 -2.4932 -1.5636
C 2.1178 1.1879 1.2780
C -2.8664 4.5632 0.9250
C -2.7047 -0.1047 1.3308
C 2.4507 -0.1607 0.6397
C 1.0877 0.5003 -1.2724
C -0.6358 -1.1247 2.0150
C -1.1079 1.1334 2.6409
C 1.1341 0.1724 3.2540
C -0.8980 1.8948 -0.7674
C 3.8287 -1.8542 -2.0639
C 2.4264 -0.0622 -0.8933
C -2.2968 5.2934 -0.2572
H -0.1334 -1.8345 -0.7314
H 2.3373 -5.6166 -2.8566
H 4.7568 -1.3337 -2.2071
H -1.2209 -4.0205 -1.0947
H -2.1446 -2.1188 0.8758
H -3.9315 4.5956 1.0909
H -4.8479 -0.1265 1.2551
H 3.4295 -0.4794 1.0003
H -0.8091 2.0446 3.1385
H -3.4013 1.0339 -0.8683
H 3.2205 0.6193 -1.2275
H 1.0535 0.5039 4.2938
H 1.7061 -0.8983 0.9345
H -0.0133 -5.8755 -2.1316
H -4.0536 -1.0737 -0.0239
H 0.6251 0.2070 -2.1986
H 4.3965 -3.7052 -2.9193
H -2.9673 5.8331 -0.9067
H -0.4573 3.3813 0.5207
H 2.9535 1.8900 1.1166
H -2.9963 1.9029 1.9849
H -3.0685 3.2960 -0.9020
H 0.0100 -1.9931 2.0296
H -2.2813 4.5424 1.8323
H 1.6445 -0.8001 3.2396
H -1.3294 5.7592 -0.1443
*
```

Here are the Löwdin charges for atoms 1 to 6, given in e: atom 1 (O): -0.068, atom 2 (O): 0.057, atom 3 (O): -0.056, atom 4 (O): 0.008, atom 5 (N): 0.137, atom 6 (N): 0.078

=====

Computed, not measured: a single C4H4Cl2N2 molecule in a non-equilibrium geometry, with ωB97M-V/def2-TZVPD.

For the orbital gap, the calculation gives 7.718 eV. The energy above the lowest of the compared OMol25 structures with the same formula, charge and spin is 104.8 kcal/mol.

Geometry as ORCA input:
```
! wB97M-V def2-TZVPD RIJCOSX def2/J DEFGRID3
* xyz 0 1
Cl 1.7308 -1.5188 -1.1545
Cl 3.7979 0.1135 0.4669
N 2.0808 2.0853 -1.0317
N 1.1280 1.5253 -0.9415
C -0.0385 1.1529 -0.7520
C 2.2611 0.3912 0.9314
C 1.2581 -0.6002 0.3870
C -0.1185 0.0109 0.2787
H -0.7461 1.4578 -1.5122
H -0.9206 -0.7081 0.1293
H -0.4114 0.4243 1.2999
H 1.0731 -1.4137 1.1028
*
```

Here are the Löwdin charges for atoms 1 to 6, given in e: atom 1 (Cl): 0.517, atom 2 (Cl): 0.699, atom 3 (N): 0.230, atom 4 (N): -0.214, atom 5 (C): -0.149, atom 6 (C): -0.538

=====

Computed, not measured: 2 unconnected molecules or ions with the total composition C4H5ClOS in a non-equilibrium geometry, with ωB97M-V/def2-TZVPD.

For the orbital gap (alpha / beta), the calculation gives 7.765 / 7.163 eV. The energy above the lowest of the compared OMol25 structures with the same formula, charge and spin is 180.0 kcal/mol.

Geometry as ORCA input:
```
! wB97M-V def2-TZVPD RIJCOSX def2/J DEFGRID3
* xyz 0 1
Cl -1.9181 -2.9849 0.0278
S -0.1395 -2.2585 0.9001
O -0.1570 -2.5305 2.3057
C 1.0465 -3.1687 0.1344
C -0.8437 0.5437 0.2845
C -0.5790 2.0290 -0.1203
C -1.6874 1.3462 0.7962
H 1.3408 -2.8934 -0.9207
H -0.8910 2.4125 -1.1700
H 1.9387 -3.5263 0.6065
H 0.0377 2.6455 0.3760
H -2.6912 1.5261 1.3136
*
```

Here are the Löwdin charges for atoms 1 to 6, given in e: atom 1 (Cl): 0.204, atom 2 (S): 0.462, atom 3 (O): -0.488, atom 4 (C): -0.237, atom 5 (C): -0.056, atom 6 (C): -0.099

=====

Computed, not measured: a single C4H6N2 molecule, with ωB97M-V/def2-TZVPD.

For the orbital gap, the calculation gives 8.502 eV. The energy above the lowest of the compared OMol25 structures with the same formula, charge and spin is 7.8 kcal/mol.

Geometry as ORCA input:
```
! wB97M-V def2-TZVPD RIJCOSX def2/J DEFGRID3
* xyz 0 1
N -0.1435 -1.1059 0.0959
N 2.0389 -0.0290 0.2912
C -1.4730 -0.7404 -0.0263
C 0.6443 0.0145 0.0810
C -1.5197 0.6236 -0.1149
C -0.1790 1.1042 -0.0478
H 2.5409 -0.6179 -0.3684
H 2.4046 0.9135 0.1916
H 0.1995 -2.0492 0.1674
H 0.1668 2.1278 -0.0689
H -2.4044 1.2395 -0.2151
H -2.2681 -1.4746 0.0054
*
```

Here are the Löwdin charges for atoms 1 to 6, given in e: atom 1 (N): 0.057, atom 2 (N): 0.084, atom 3 (C): -0.146, atom 4 (C): -0.396, atom 5 (C): -0.118, atom 6 (C): -0.075

=====

Computed, not measured: a single C4H7NO molecule, with ωB97M-V/def2-TZVPD.

For the orbital gap, the calculation gives 11.037 eV. The energy above the lowest of the compared OMol25 structures with the same formula, charge and spin is 39.3 kcal/mol.

Geometry as ORCA input:
```
! wB97M-V def2-TZVPD RIJCOSX def2/J DEFGRID3
* xyz 0 1
O -0.9905 -2.6432 0.2080
N 0.3675 -0.7691 0.4035
C -0.5011 -1.7640 0.8748
C -0.2643 0.4360 -0.1523
C 0.4061 -0.5538 -1.0311
C 0.3396 1.7715 0.1836
H 1.4296 1.6933 0.2270
H 0.0688 2.5072 -0.5813
H -0.0214 2.1354 1.1509
H -0.6715 -1.6821 1.9615
H -1.3544 0.4059 -0.1833
H 1.3955 -0.3224 -1.4199
H -0.2039 -1.2147 -1.6412
*
```

Here are the Löwdin charges for atoms 1 to 6, given in e: atom 1 (O): 0.056, atom 2 (N): -0.027, atom 3 (C): -0.314, atom 4 (C): -0.310, atom 5 (C): -0.088, atom 6 (C): -0.055